Computed, not measured: an isolated ion of composition C5H6N and charge +1, with wB97M-V/def2-TZVPD.

Last columns: bonded neighbours and bond lengths (Å).
Atoms and positions in Å:
1 C 0.87906 1.01015 1.81204  N2 1.166, H7 1.081
2 N 0.50597 0.82840 0.72209  C1 1.166, C3 1.344
3 C -0.00804 0.48464 -0.47165  N2 1.344, C4 1.345, C5 1.471
4 C 0.27738 1.14926 -1.60542  C3 1.345, H8 1.103, H9 1.163
5 C -0.81807 -0.73981 -0.38673  C3 1.471, C6 1.344, H10 1.077
6 C -0.41933 -1.70538 0.45842  C5 1.344, H11 1.114, H12 1.062
7 H 1.21750 0.84896 2.82626  C1 1.081
8 H -0.36180 0.72069 -2.39594  C4 1.103
9 H 0.81602 2.17970 -1.59201  C4 1.163
10 H -1.72833 -0.58395 -0.94074  C5 1.077
11 H -0.95058 -2.61761 0.81344  C6 1.114
12 H 0.59020 -1.57505 0.76022  C6 1.062

Values from the calculation:
* LUMO energy: -5.61 eV
* ΔE to the lowest compared entry with this formula, charge and spin: 3.703 eV
* charge: +1